[1]
Molecular formula: C36H45Ge2MnNOSSb
Method: DFT, wB97M-V/def2-TZVPD

Calculated values
- E_HOMO (alpha / beta) (eV) = -7.654 / -7.501
- Kohn-Sham gap (alpha / beta) (eV) = 7.6 / 7.5
- spin multiplicity = 5
- net charge = 0
- ΔE to the lowest compared entry with this formula, charge and spin (kcal/mol) = 18.7
- E_tot (Ha) = -7471.9943

Last column: Löwdin charge in e.
Element x y z (Å)
1 Mn -0.904 0.913 -0.576  0.543
2 O 0.433 2.327 0.009  -0.292
3 N 0.028 3.597 0.077  -0.185
4 C 0.986 4.509 0.361  -0.011
5 C 0.679 5.835 0.480  -0.043
6 C -0.651 6.229 0.303  -0.060
7 C -1.602 5.289 0.008  -0.082
8 C -1.271 3.929 -0.121  -0.623
9 S -2.440 2.719 -0.528  0.690
10 H 1.969 4.083 0.480  0.114
11 H 1.462 6.539 0.711  0.111
12 H -0.931 7.268 0.394  0.112
13 H -2.637 5.563 -0.139  0.109
14 C -4.067 0.960 2.605  -0.256
15 Ge -3.394 -0.824 2.175  0.661
16 C -4.812 -2.145 2.450  -0.242
17 C -1.956 -1.212 3.449  -0.256
18 Ge -2.564 -0.866 -0.102  0.828
19 C -4.015 -0.346 -1.350  -0.367
20 C -3.747 -0.061 -2.687  -0.147
21 C -4.753 0.303 -3.570  -0.089
22 C -6.063 0.404 -3.127  -0.094
23 C -6.354 0.128 -1.799  -0.087
24 C -5.340 -0.246 -0.928  -0.120
25 C -2.090 -2.700 -0.599  -0.349
26 C -1.810 -3.027 -1.924  -0.113
27 C -1.448 -4.316 -2.281  -0.083
28 C -1.353 -5.307 -1.314  -0.092
29 C -1.628 -4.999 0.009  -0.085
30 C -1.993 -3.705 0.358  -0.135
31 H -4.413 0.983 3.638  0.018
32 H -4.893 1.239 1.951  0.011
33 H -3.282 1.705 2.479  0.000
34 H -5.046 -2.177 3.516  0.019
35 H -4.504 -3.138 2.134  0.009
36 H -5.720 -1.885 1.911  0.006
37 H -2.360 -1.205 4.462  0.021
38 H -1.180 -0.450 3.393  0.017
39 H -1.494 -2.182 3.271  0.000
40 H -2.728 -0.127 -3.074  0.087
41 H -4.510 0.513 -4.603  0.101
42 H -6.852 0.694 -3.809  0.099
43 H -7.372 0.201 -1.440  0.101
44 H -5.606 -0.463 0.099  0.067
45 H -1.862 -2.270 -2.699  0.090
46 H -1.230 -4.546 -3.316  0.101
47 H -1.062 -6.312 -1.590  0.099
48 H -1.552 -5.763 0.771  0.102
49 H -2.181 -3.491 1.403  0.072
50 C 2.085 -3.859 0.987  -0.081
51 C 1.195 -2.992 1.658  -0.076
52 C 0.627 -1.946 0.993  -0.082
53 C 0.909 -1.697 -0.369  -0.249
54 C 0.356 -0.580 -1.059  -0.258
55 C 0.712 -0.371 -2.365  -0.147
56 C 1.613 -1.233 -3.048  -0.084
57 C 2.137 -2.305 -2.393  -0.035
58 C 1.805 -2.557 -1.032  -0.174
59 C 2.381 -3.644 -0.329  -0.037
60 H 2.532 -4.690 1.516  0.100
61 H 0.965 -3.157 2.703  0.102
62 H -0.043 -1.274 1.518  0.073
63 H 0.325 0.489 -2.924  0.098
64 H 1.870 -1.036 -4.080  0.100
65 H 2.818 -2.983 -2.893  0.110
66 H 3.063 -4.300 -0.855  0.110
67 C 5.487 -1.026 1.516  -0.214
68 C 5.357 0.064 0.461  -0.468
69 Sb 3.406 0.974 0.522  1.441
70 C 3.881 2.446 2.029  -0.466
71 C 5.034 3.420 1.839  -0.192
72 C 3.609 2.037 -1.339  -0.451
73 C 4.893 2.795 -1.642  -0.185
74 H 6.467 -1.508 1.492  0.063
75 H 4.732 -1.803 1.379  0.046
76 H 5.353 -0.627 2.524  0.057
77 H 5.467 -0.355 -0.542  0.047
78 H 6.139 0.817 0.576  0.034
79 H 4.058 1.816 2.907  0.034
80 H 2.957 2.984 2.258  0.022
81 H 5.952 2.915 1.537  0.055
82 H 5.254 3.968 2.758  0.064
83 H 4.812 4.161 1.069  0.045
84 H 2.729 2.672 -1.455  0.023
85 H 3.472 1.229 -2.065  0.032
86 H 4.981 3.706 -1.050  0.045
87 H 4.944 3.089 -2.693  0.065
88 H 5.779 2.194 -1.433  0.055

[2]
Molecular formula: C15H16N4O3S
Method: DFT, wB97M-V/def2-TZVPD

Calculated values
- E_HOMO (eV) = -8.073
- Kohn-Sham gap (eV) = 8.7
- net charge = 0
- ΔE to the lowest compared entry with this formula, charge and spin (kcal/mol) = 0.0
- E_tot (Ha) = -1424.1830

Last column: Löwdin charge in e.
Element x y z (Å)
1 C 3.300 4.215 0.999  -0.098
2 H 3.887 3.528 1.617  0.094
3 O 1.917 4.055 1.232  -0.177
4 C 1.478 2.728 1.241  -0.202
5 C 1.465 2.080 -0.160  -0.119
6 N 0.921 0.753 -0.095  -0.024
7 C -0.358 0.348 -0.285  -0.562
8 N -0.525 -0.950 -0.080  0.145
9 C 0.695 -1.407 0.270  -0.213
10 C 1.623 -0.375 0.280  -0.068
11 C 2.994 -0.587 0.624  -0.404
12 O 3.897 0.223 0.680  0.072
13 N 3.202 -1.935 0.917  0.210
14 C 2.316 -2.999 0.917  -0.472
15 O 2.673 -4.118 1.202  0.080
16 N 1.015 -2.693 0.576  0.007
17 C 0.006 -3.728 0.540  -0.001
18 H 0.438 -4.629 0.970  0.090
19 H -0.862 -3.405 1.114  0.095
20 H -0.299 -3.918 -0.490  0.098
21 H 4.151 -2.187 1.173  0.169
22 S -1.559 1.518 -0.731  1.083
23 C -3.072 0.639 -1.070  -0.497
24 C -3.149 -0.720 -1.320  -0.090
25 C -4.382 -1.280 -1.609  -0.077
26 C -5.522 -0.496 -1.660  -0.089
27 C -5.432 0.865 -1.417  -0.086
28 C -4.209 1.437 -1.120  -0.124
29 H -4.127 2.496 -0.928  0.100
30 H -6.315 1.485 -1.456  0.105
31 H -6.477 -0.943 -1.888  0.102
32 H -4.446 -2.341 -1.798  0.105
33 H -2.264 -1.331 -1.270  0.078
34 H 0.862 2.685 -0.841  0.112
35 H 2.489 2.002 -0.533  0.126
36 H 0.457 2.757 1.634  0.128
37 H 2.106 2.113 1.903  0.127
38 H 3.536 5.243 1.270  0.090
39 H 3.558 4.054 -0.052  0.087

[3]
Molecular formula: C50H44BrGeIKN2O6
Method: DFT, wB97M-V/def2-TZVPD

Calculated values
- E_HOMO (alpha / beta) (eV) = -0.270 / -2.290
- Kohn-Sham gap (alpha / beta) (eV) = 3.5 / 5.5
- spin multiplicity = 2
- net charge = -2
- ΔE to the lowest compared entry with this formula, charge and spin (kcal/mol) = 31.6
- E_tot (Ha) = -8041.3940

Last column: Löwdin charge in e.
Element x y z (Å)
1 K 0.932 0.230 -1.984  0.819
2 O 1.372 -1.350 3.475  0.061
3 C 2.135 -0.228 3.647  -0.264
4 C 2.438 0.245 4.917  -0.035
5 C 3.229 1.373 5.067  -0.110
6 C 3.736 2.013 3.947  -0.101
7 C 3.435 1.521 2.684  -0.043
8 C 2.617 0.416 2.505  -0.091
9 C 2.250 -0.093 1.119  -0.392
10 O 1.166 0.591 0.550  -0.349
11 N 3.449 -0.081 0.271  -0.040
12 N 3.334 -1.020 -0.825  -0.073
13 C 3.736 -2.203 -0.420  -0.293
14 C 3.578 -3.404 -1.123  -0.657
15 Br 2.402 -3.295 -2.648  0.718
16 C 4.111 -4.665 -0.859  -0.179
17 C 5.232 -5.011 -0.053  -0.247
18 C 5.471 -6.379 0.251  -0.081
19 C 6.543 -6.788 1.013  -0.144
20 C 7.458 -5.862 1.523  -0.155
21 C 7.261 -4.516 1.220  -0.132
22 C 6.188 -4.093 0.460  -0.059
23 H 0.850 -1.502 4.271  0.101
24 H 2.042 -0.269 5.787  0.113
25 H 3.450 1.745 6.060  0.095
26 H 4.369 2.886 4.054  0.092
27 H 3.848 2.008 1.809  0.107
28 H 1.985 -1.149 1.205  0.139
29 H 3.493 0.834 -0.166  0.084
30 H 4.192 -2.276 0.568  0.112
31 H 3.617 -5.500 -1.345  0.066
32 H 4.774 -7.118 -0.131  0.094
33 H 6.675 -7.845 1.221  0.082
34 H 8.296 -6.183 2.129  0.072
35 H 7.968 -3.777 1.584  0.088
36 H 6.093 -3.044 0.219  0.088
37 C 1.573 3.443 0.487  -0.156
38 Ge 0.108 2.216 0.935  0.908
39 C -1.448 3.562 1.032  -0.208
40 C -1.181 4.882 1.403  -0.116
41 C -2.193 5.814 1.600  -0.111
42 C -3.521 5.443 1.436  -0.124
43 C -3.815 4.136 1.076  -0.098
44 C -2.791 3.217 0.880  -0.089
45 C -0.142 1.832 2.872  -0.160
46 C 0.290 2.770 3.775  -0.101
47 C -0.015 2.670 5.149  -0.086
48 C -0.756 1.625 5.621  -0.058
49 C -1.221 0.627 4.733  -0.182
50 C -1.973 -0.489 5.187  -0.059
51 C -2.413 -1.441 4.311  -0.099
52 C -2.117 -1.331 2.933  -0.075
53 C -1.382 -0.276 2.474  -0.029
54 C -0.919 0.737 3.352  -0.163
55 H 2.100 3.753 1.392  0.015
56 H 1.184 4.313 -0.039  0.020
57 H 2.283 2.928 -0.157  0.018
58 H -0.154 5.205 1.542  0.084
59 H -1.947 6.833 1.878  0.088
60 H -4.315 6.166 1.587  0.085
61 H -4.847 3.829 0.943  0.093
62 H -3.055 2.206 0.591  0.086
63 H 0.874 3.620 3.440  0.096
64 H 0.349 3.428 5.833  0.099
65 H -0.993 1.544 6.677  0.101
66 H -2.198 -0.568 6.245  0.101
67 H -2.987 -2.286 4.672  0.093
68 H -2.452 -2.098 2.247  0.102
69 H -1.101 -0.216 1.431  0.086
70 C -5.663 0.048 -4.839  -0.054
71 C -4.490 0.506 -4.016  -0.269
72 C -3.686 1.553 -4.425  -0.014
73 C -2.626 2.024 -3.657  -0.166
74 C -1.815 3.144 -4.256  -0.039
75 C -2.364 1.422 -2.406  -0.024
76 C -3.141 0.313 -2.002  -0.170
77 C -2.931 -0.489 -0.742  -0.035
78 C -4.187 -0.111 -2.814  -0.018
79 C -1.258 1.991 -1.549  -0.597
80 O -0.612 2.971 -1.888  0.054
81 O -0.967 1.317 -0.462  -0.216
82 H -5.547 0.338 -5.884  0.076
83 H -6.588 0.497 -4.466  0.079
84 H -5.776 -1.035 -4.791  0.039
85 H -3.869 2.016 -5.389  0.113
86 H -2.219 3.383 -5.241  0.072
87 H -0.777 2.845 -4.385  0.084
88 H -1.820 4.033 -3.628  0.080
89 H -3.040 0.116 0.155  0.060
90 H -1.935 -0.931 -0.702  0.087
91 H -3.666 -1.294 -0.709  0.078
92 H -4.774 -0.969 -2.501  0.114
93 I -5.233 -4.305 -4.642  0.776
94 C -3.515 -3.102 -4.811  -0.739
95 C -3.437 -2.191 -5.853  -0.182
96 C -2.327 -1.361 -5.926  -0.026
97 C -1.303 -1.450 -4.991  -0.114
98 C -1.396 -2.395 -3.977  -0.017
99 C -2.508 -3.221 -3.869  -0.153
100 C -0.099 -0.495 -5.076  -0.667
101 O -0.166 0.396 -5.938  -0.025
102 O 0.811 -0.716 -4.236  -0.208
103 H -4.235 -2.118 -6.581  0.085
104 H -2.234 -0.612 -6.702  0.115
105 H -0.575 -2.480 -3.275  0.086
106 H -2.582 -3.942 -3.066  0.090